# 1
59
Properties=species:S:1:pos:R:3 method="wB97M-V/def2-TZVPD" e_tot_ev=-102379.616 spin_multiplicity=1 de_lowest_kcal_mol=4.5 lumo_ha=0.0098 smiles="CCN1CCC[C@@H]1CN1C[C@H](C(=O)Nc2ccc(Br)cc2NC(C)C)CC1=O" e_homo_ev=-8.13 largest_force_ha_per_bohr=0.013
C 5.72133 -2.48179 -4.74045
C 4.41727 -2.44772 -3.95393
N 3.99925 -1.08237 -3.66746
C 3.55844 -0.36532 -4.85991
C 2.81830 0.85569 -4.32064
C 2.34437 0.42781 -2.91780
C 2.86874 -1.00466 -2.75072
C 3.23090 -1.38714 -1.31523
N 2.09081 -1.46375 -0.43184
C 1.45562 -0.30363 0.17979
C 0.13453 -0.86275 0.73863
C -0.16605 -0.22264 2.09175
O 0.57158 -0.41317 3.03811
N -1.26387 0.57334 2.12754
C -1.74402 1.35719 3.19866
C -0.91052 1.79529 4.22023
C -1.38806 2.64297 5.20793
C -2.70547 3.06006 5.16356
Br -3.37010 4.23052 6.49853
C -3.55572 2.61653 4.16517
C -3.09405 1.74495 3.18231
N -3.93392 1.26487 2.18263
C -5.33650 1.62108 2.08686
C -6.19073 0.89160 3.12405
C -5.82739 1.33948 0.67431
C 0.36023 -2.36907 0.82931
C 1.52432 -2.65059 -0.11009
O 1.87725 -3.74771 -0.48617
H 6.07294 -3.50806 -4.85379
H 5.60431 -2.06089 -5.73957
H 6.49431 -1.91481 -4.22153
H 3.62719 -2.98815 -4.49940
H 4.56814 -2.98227 -3.01603
H 4.42004 -0.08854 -5.47061
H 2.91317 -0.99102 -5.49881
H 3.49422 1.70800 -4.26549
H 1.99103 1.13795 -4.97037
H 2.73764 1.09493 -2.15050
H 1.25465 0.44112 -2.86652
H 2.07180 -1.70877 -3.05753
H 3.71858 -2.35991 -1.30498
H 3.95313 -0.66592 -0.91689
H 2.11381 0.04972 0.97898
H 1.29702 0.49752 -0.53745
H -0.67694 -0.63378 0.04375
H -1.80956 0.63411 1.28243
H 0.12507 1.49688 4.25239
H -0.73372 2.98361 5.99760
H -4.58391 2.94636 4.18142
H -3.71144 0.34860 1.83187
H -5.42458 2.69678 2.25219
H -7.23613 1.19985 3.05898
H -6.14958 -0.18892 2.96953
H -5.84988 1.09158 4.14035
H -6.86848 1.64097 0.56135
H -5.23867 1.88946 -0.06083
H -5.76168 0.27474 0.43452
H 0.59264 -2.72088 1.83319
H -0.49164 -2.93932 0.45664



# 2
12
Properties=species:S:1:pos:R:3 method="wB97M-V/def2-TZVPD" e_tot_ev=-30880.438 spin_multiplicity=1 de_lowest_kcal_mol=76.5 lumo_ha="-0.0071 / -0.0071" e_homo_ev="-8.13 / -8.13" largest_force_ha_per_bohr=0.030
C -1.12939 -1.80345 1.00724
C 1.79892 -0.91474 -0.45156
N -1.80528 -0.76174 1.26839
N 1.74480 0.24892 -1.10395
O 0.37224 0.44779 1.23572
O 3.33368 -1.83728 -2.22664
S 0.79846 -0.98021 1.10616
S 2.65389 -2.25139 -0.97631
H -2.79660 -0.78028 1.45341
H -1.27554 0.15092 1.34059
H 1.19359 1.00260 -0.71741
H 2.24216 0.33629 -1.97575